Entry 1:
{
  "formula": "C6H14O",
  "method": "the ωB97M-V functional and the def2-TZVPD basis",
  "lumo_energy_ev": 0.613,
  "relative_energy_kj_mol": 337.5,
  "homo_ev": -9.016,
  "spin_multiplicity": 1,
  "symbols": ["C", "C", "C", "C", "C", "C", "H", "H", "H", "H", "H", "H", "H", "H", "H", "H", "H", "H", "H", "H", "O"],
  "positions_angstrom": [[1.694910, 0.751177, 1.952408], [1.233035, -0.156755, 0.813933], [-0.227314, -0.697855, 0.851724], [-0.904301, -0.464108, -0.512982], [-0.309867, -1.058366, -1.613082], [-2.233280, 0.213998, -0.628510], [1.380543, 1.787636, 1.833808], [2.784780, 0.769494, 1.931424], [1.283089, 0.336354, 2.875031], [1.181819, 0.373922, -0.117128], [1.809429, -1.080062, 0.909341], [-0.213711, -1.755035, 1.117866], [-0.848819, -0.187394, 1.591777], [-0.679920, -0.916771, -2.617091], [0.257536, -1.963849, -1.452839], [-2.466396, 0.675947, 0.332945], [-2.318541, 0.953339, -1.421205], [-2.939857, -0.607958, -0.762478], [0.278341, 0.153953, -1.430558], [0.358148, 1.737409, -2.091596], [0.880379, 1.134924, -1.562788]],
  "atomic_forces_ev_per_a": [[-0.4756, -0.2642, -0.3885], [-0.8496, -0.7538, 0.9294], [-1.0224, 0.8294, -0.0628], [0.3520, -2.8258, -0.6762], [-2.6538, -1.6838, 1.4362], [0.3911, 0.2170, 0.9407], [-0.2792, -0.0299, 0.0018], [-0.0242, -0.0955, 0.3972], [0.4413, 0.2926, 0.3047], [1.8357, -0.1093, 0.3380], [0.5212, 0.3554, -0.7978], [-0.2230, -0.0579, -0.1735], [0.1125, -0.0147, 0.1771], [-0.2807, 0.0322, -0.0541], [0.8894, 0.4747, -0.0018], [-0.1319, 0.2296, -0.1973], [0.0233, -0.1392, -0.1611], [-0.1828, 0.2482, -0.2292], [2.1921, 3.5695, -1.0515], [-0.1470, 0.1671, -0.3046], [-0.4884, -0.4416, -0.4270]]
}

---

Entry 2:
{
  "formula": "C6H14O",
  "method": "the ωB97M-V functional and the def2-TZVPD basis",
  "smiles": "CC(C)=C(C)C.O",
  "lumo_energy_ev": 0.701,
  "relative_energy_kj_mol": 127.8,
  "homo_ev": -8.376,
  "spin_multiplicity": 1,
  "symbols": ["C", "C", "C", "C", "C", "C", "H", "H", "H", "H", "H", "H", "H", "H", "H", "H", "H", "H", "O", "H", "H"],
  "positions_angstrom": [[1.058121, -0.446298, 1.226498], [-0.022407, 0.310842, 0.456048], [0.174332, 1.838012, 0.495164], [-1.089890, -0.220039, -0.114692], [-1.571720, -1.640944, 0.127991], [-2.050117, 0.588654, -1.031576], [1.601278, 0.224582, 1.908836], [0.734649, -1.255620, 1.885243], [1.819270, -0.920121, 0.551887], [-0.187320, 2.376693, 1.354165], [-0.342711, 2.322345, -0.355590], [1.169055, 2.120833, 0.344679], [-1.506387, -2.259590, -0.828540], [-0.919307, -2.124326, 0.860806], [-2.642144, -1.618442, 0.412111], [-3.012901, 0.695021, -0.550065], [-1.671688, 1.576641, -1.267140], [-2.151909, 0.040489, -1.921857], [3.332894, -0.305829, -0.913410], [4.308452, -0.382628, -0.996363], [2.970458, -0.920282, -1.644204]],
  "atomic_forces_ev_per_a": [[0.4979, -0.4373, 0.0007], [0.8633, 1.1829, 1.2908], [-1.3358, -0.4675, -1.9000], [-1.5497, 0.0397, -0.7052], [0.5800, -0.2711, -1.4994], [1.1701, -0.0421, 1.9294], [-0.0836, -0.0095, -0.4173], [-0.4965, -0.0005, -0.1628], [-0.7273, 0.6841, 0.5369], [-0.2308, -0.3452, 0.7786], [0.2113, -0.2572, 0.4907], [1.8400, 0.2025, 0.0157], [-0.1469, 0.6836, 1.0683], [-0.5185, -0.0729, 0.0302], [0.6248, -0.1449, 0.1145], [-0.3902, 0.0016, 0.0296], [-0.0977, -0.0635, -0.0843], [-0.3853, -0.7225, -1.3206], [0.1648, -1.5140, -1.9493], [-0.9197, 0.0403, 0.0135], [0.9297, 1.5136, 1.7399]]
}

---

Entry 3:
{
  "formula": "C6H14O",
  "method": "the ωB97M-V functional and the def2-TZVPD basis",
  "lumo_energy_ev": 0.449,
  "relative_energy_kj_mol": 383.4,
  "homo_ev": -8.129,
  "spin_multiplicity": 1,
  "symbols": ["C", "C", "C", "C", "C", "C", "O", "H", "H", "H", "H", "H", "H", "H", "H", "H", "H", "H", "H", "H", "H"],
  "positions_angstrom": [[1.254872, 1.478065, -2.014938], [-0.634281, 1.196555, 0.599357], [-0.513786, 2.012117, 1.820436], [-0.059497, -0.158477, 0.788130], [-0.583226, -1.199125, -0.191244], [0.149875, -2.530360, -0.089284], [-1.956607, -1.359308, 0.132103], [1.204816, 2.135371, -2.885652], [1.289367, 0.435773, -2.347486], [2.156498, 1.703252, -1.436946], [0.365904, 1.627602, -1.393202], [-0.535091, 3.091872, 1.643814], [0.267927, 1.740740, 2.550232], [-1.485675, 1.759129, 2.287909], [-0.121479, -0.540572, 1.823139], [1.017795, 0.015455, 0.600146], [-0.475649, -0.789379, -1.207520], [0.054749, -2.932999, 0.925161], [1.213432, -2.425049, -0.331630], [-0.280124, -3.260257, -0.786252], [-2.329823, -2.000406, -0.486273]],
  "atomic_forces_ev_per_a": [[0.0272, -0.0047, -0.0415], [0.0804, -0.1193, 0.4266], [0.0795, 0.0357, -0.0867], [-0.0997, 0.0774, -0.0458], [0.3332, 0.0415, -0.0593], [0.0199, -0.0483, 0.0096], [-0.2004, -0.2083, -0.1547], [0.0581, -0.0862, 0.0874], [0.0266, 0.1671, 0.0222], [-0.1190, -0.0159, -0.1021], [0.1685, 0.0031, -0.1840], [-0.0220, -0.1841, 0.0189], [-0.1035, -0.0366, -0.1042], [0.0205, 0.0232, -0.0359], [0.0086, 0.0650, -0.0851], [-0.1246, 0.0344, 0.0053], [-0.0849, -0.0532, 0.1735], [0.0383, 0.0454, -0.1285], [-0.1439, 0.0172, 0.0330], [0.0695, 0.1012, 0.0986], [-0.0326, 0.1453, 0.1527]]
}

---

Entry 4:
{
  "formula": "C6H14O",
  "method": "the ωB97M-V functional and the def2-TZVPD basis",
  "lumo_energy_ev": 0.823,
  "relative_energy_kj_mol": 372.3,
  "homo_ev": -9.409,
  "spin_multiplicity": 1,
  "symbols": ["C", "C", "C", "C", "C", "C", "O", "H", "H", "H", "H", "H", "H", "H", "H", "H", "H", "H", "H", "H", "H"],
  "positions_angstrom": [[-1.584431, -0.662532, -1.079223], [-1.088178, -0.318194, 0.327034], [-2.179289, 0.418712, 1.103761], [0.194234, 0.517521, 0.304801], [1.465077, -0.255749, -0.005629], [2.726022, 0.579968, -0.063263], [1.572955, -1.487120, 0.476861], [-2.501700, -1.259192, -1.026785], [-0.854310, -1.240726, -1.655768], [-1.813754, 0.248591, -1.647386], [-0.841104, -1.249119, 0.851175], [-3.099091, -0.174888, 1.145749], [-2.423150, 1.376415, 0.625899], [-1.865843, 0.627116, 2.133142], [0.383970, 0.906536, 1.317576], [0.100539, 1.388311, -0.358748], [1.296798, -0.483866, -1.455697], [2.959920, 0.848746, 0.973131], [2.598301, 1.492603, -0.652063], [3.554093, -0.015369, -0.451722], [1.398951, -1.257772, -0.862844]],
  "atomic_forces_ev_per_a": [[0.0045, -0.0230, -0.0604], [0.0026, -0.0236, 0.0052], [-0.0441, 0.0300, 0.0479], [0.0042, -0.0056, 0.0069], [-0.0065, 0.2665, -0.0449], [0.0335, -0.0054, 0.0002], [0.0366, -0.0734, 0.1582], [0.1303, 0.0788, 0.0070], [-0.0925, 0.0740, 0.0926], [0.0419, -0.1034, 0.0864], [-0.0602, 0.1186, -0.0624], [0.1283, 0.0794, -0.0113], [0.0330, -0.1188, 0.0520], [-0.0355, -0.0310, -0.1445], [-0.0069, -0.0449, -0.1130], [0.0174, -0.1211, 0.0764], [-0.0131, 0.0066, 0.1195], [-0.0344, -0.0223, -0.0997], [0.0076, -0.1065, 0.0737], [-0.1177, 0.0805, 0.0464], [-0.0291, -0.0554, -0.2363]]
}

---

Entry 5:
{
  "formula": "C6H14O",
  "method": "the ωB97M-V functional and the def2-TZVPD basis",
  "smiles": "CC(C)CCCO",
  "lumo_energy_ev": 0.858,
  "relative_energy_kj_mol": 210.7,
  "homo_ev": -9.974,
  "spin_multiplicity": 1,
  "symbols": ["C", "C", "C", "C", "C", "C", "O", "H", "H", "H", "H", "H", "H", "H", "H", "H", "H", "H", "H", "H", "H"],
  "positions_angstrom": [[1.676691, -1.432060, -0.839964], [0.817091, -0.139127, -0.325218], [1.690911, 1.133394, -0.401290], [0.096309, -0.508901, 1.027464], [-1.149859, 0.305597, 1.202790], [-2.222186, 0.492648, 0.095925], [-2.233492, -0.610016, -0.787500], [1.163694, -1.824994, -1.717579], [2.736743, -1.251927, -1.073773], [1.718239, -2.214241, -0.100359], [0.086336, 0.062854, -1.148105], [1.055521, 2.055413, 0.063650], [2.607541, 1.143028, 0.271568], [1.993154, 1.513983, -1.408858], [-0.027941, -1.625522, 1.153245], [0.700740, -0.241100, 1.895147], [-1.020425, 1.488698, 1.423929], [-1.869960, 0.037153, 2.138381], [-1.852156, 1.391027, -0.453276], [-3.197538, 0.611572, 0.597946], [-2.769414, -0.387478, -1.614120]],
  "atomic_forces_ev_per_a": [[-0.6586, 1.3166, 0.1718], [1.3670, -1.3407, -1.5212], [-0.6137, 2.6872, 2.5172], [0.5989, 0.2550, -0.5415], [-4.0203, 2.6417, 2.7731], [1.4202, 0.1277, -0.5485], [-1.3012, -0.1155, -1.8022], [0.2299, -0.1407, -0.0312], [-0.4308, 0.4536, -0.1414], [-0.2877, -0.2750, 0.4291], [0.1341, -0.5969, 1.0140], [1.2623, -1.9451, -1.0738], [-0.9349, -0.3748, -0.8668], [-0.3543, -0.8773, 0.6609], [-0.3328, 1.2579, -0.6071], [0.5150, 0.0236, -0.1333], [0.6742, -2.7101, -0.0975], [2.3323, -0.0452, -1.6468], [-0.9795, -0.3438, 0.0726], [0.3067, 0.3922, -0.4714], [1.0731, -0.3907, 1.8442]]
}

---

Entry 6:
{
  "formula": "C6H14O",
  "method": "the ωB97M-V functional and the def2-TZVPD basis",
  "lumo_energy_ev": 1.023,
  "relative_energy_kj_mol": 367.1,
  "homo_ev": -8.086,
  "spin_multiplicity": 1,
  "symbols": ["C", "C", "C", "C", "C", "O", "C", "H", "H", "H", "H", "H", "H", "H", "H", "H", "H", "H", "H", "H", "H"],
  "positions_angstrom": [[-3.083091, 0.556888, -0.045000], [-1.914117, -0.297683, 0.440134], [-0.780199, -0.362607, -0.583284], [0.426253, -1.151381, -0.106349], [1.682233, -0.981501, -0.728720], [2.468619, -0.160652, 0.746194], [2.712189, 1.222463, 0.592511], [-3.916318, 0.548597, 0.665714], [-3.463227, 0.193530, -1.008015], [-2.772820, 1.599416, -0.185807], [-1.524573, 0.095131, 1.388753], [-2.265495, -1.317495, 0.651009], [-1.187383, -0.802722, -1.507984], [-0.479241, 0.663100, -0.847101], [0.212522, -2.155188, 0.264058], [1.296601, -0.472763, 0.873193], [2.406595, -1.787635, -0.796335], [1.823421, -0.182150, -1.456759], [3.533073, 1.371408, -0.120279], [3.007949, 1.674875, 1.547112], [1.817018, 1.746367, 0.216958]],
  "atomic_forces_ev_per_a": [[-0.0464, 0.0299, -0.0204], [0.0150, -0.0313, 0.0409], [-0.0472, 0.0728, -0.0452], [-0.0321, -0.2395, -0.3202], [-0.2365, -0.1399, -0.0859], [-0.2306, 0.0260, 0.1937], [0.0785, 0.2260, -0.0129], [0.1306, 0.0056, -0.0903], [0.0611, 0.0416, 0.1501], [-0.0465, -0.1464, 0.0160], [-0.0544, -0.0375, -0.1268], [0.0736, 0.1430, -0.0200], [0.0514, 0.0703, 0.1151], [-0.0181, -0.1497, 0.0549], [0.0263, 0.1222, -0.0338], [0.4692, 0.1753, -0.0337], [-0.1078, 0.1065, 0.0675], [-0.0142, -0.0970, 0.1191], [-0.1417, 0.0015, 0.1233], [-0.0857, -0.1107, -0.1447], [0.1556, -0.0688, 0.0534]]
}

---

The records above give, respectively, F_max values of 4.32; 2.49; 0.45; 0.27; 5.55; 0.50 eV/A.
The records above give, respectively, gap between HOMO and LUMO values of 9.63; 9.08; 8.58; 10.23; 10.83; 9.11 eV.